Record 1
A cluster of 10 separate species, C54H120N4O22S6 in total. Source: the Open Molecules 2025 dataset; level of theory: ωB97M-V/def2-TZVPD.

Values from the calculation:
- Max |F|: 7.5 eV/A
- Expectation value of S²: 6.017
- Highest occupied orbital energy (alpha / beta): -7.02 / -8.87 eV
- Spin multiplicity: 5
- LUMO level (alpha / beta): 0.03 / 0.03 eV

Each line ends with the Löwdin charge.
Atoms and positions in Å:
S -13.972 -21.551 -6.019  0.536
S -12.183 -26.412 -17.270  0.469
S -17.462 -26.974 -9.527  0.500
S -15.399 -15.039 -15.908  0.514
S -18.646 -19.432 -8.023  0.540
S -16.788 -21.820 -17.760  0.527
O -18.131 -21.462 -18.067  -0.241
O -11.176 -26.411 -16.305  -0.240
O -13.674 -15.512 -9.026  -0.058
O -16.181 -27.239 -9.009  -0.254
O -19.201 -18.148 -7.803  -0.259
O -18.564 -27.463 -8.815  -0.253
O -13.184 -21.701 -7.194  -0.266
O -16.378 -23.144 -17.513  -0.270
O -12.403 -25.267 -18.033  -0.233
O -7.415 -19.634 -8.142  -0.036
O -15.090 -30.306 -13.174  -0.046
O -15.933 -21.310 -18.995  -0.249
O -17.699 -19.771 -9.016  -0.254
O -13.469 -26.680 -16.443  -0.259
O -14.514 -20.272 -5.696  -0.256
O -13.878 -22.494 -13.691  -0.021
O -15.609 -16.217 -16.652  -0.269
O -13.023 -21.983 -4.860  -0.237
O -19.932 -20.291 -8.326  -0.261
O -16.473 -14.148 -15.681  -0.242
O -17.585 -25.395 -9.637  -0.265
O -14.958 -15.614 -14.493  -0.243
N -8.445 -19.728 -8.945  -0.129
N -14.029 -30.472 -13.927  -0.115
N -14.087 -22.650 -12.538  -0.217
N -12.858 -15.956 -8.121  -0.143
C -16.204 -21.675 -12.231  -0.024
C -13.467 -16.839 -7.122  -0.457
C -11.857 -29.669 -14.709  -0.106
C -12.377 -17.829 -6.568  -0.120
C -14.262 -21.615 -20.613  -0.062
C -18.687 -23.301 -9.665  -0.045
C -14.714 -17.465 -7.769  -0.021
C -18.778 -24.760 -9.219  -0.262
C -14.171 -16.805 -14.410  -0.283
C -12.856 -29.684 -13.500  -0.508
C -16.153 -20.911 -16.514  -0.149
C -14.103 -31.714 -14.742  -0.478
C -10.670 -20.730 -9.521  -0.108
C -11.386 -15.631 -8.351  -0.448
C -12.561 -24.468 -12.683  -0.019
C -13.848 -24.004 -11.954  -0.423
C -8.662 -22.157 -8.937  -0.016
C -14.722 -23.076 -9.704  -0.172
C -7.652 -17.801 -10.054  -0.023
C -21.839 -21.457 -7.483  -0.068
C -15.203 -22.735 -6.046  -0.128
C -11.159 -14.300 -7.657  -0.036
C -12.228 -30.445 -12.370  -0.027
C -13.891 -15.833 -6.025  -0.023
C -14.231 -20.230 -12.396  -0.023
C -8.232 -19.178 -10.289  -0.493
C -17.589 -27.501 -11.161  -0.121
C -7.193 -20.057 -11.005  -0.025
C -11.753 -31.000 -15.417  -0.202
C -15.513 -31.838 -15.199  -0.043
C -13.687 -32.950 -13.860  -0.019
C -9.635 -20.624 -7.182  -0.016
C -14.771 -21.523 -11.773  -0.422
C -10.448 -16.704 -7.723  -0.111
C -21.130 -20.121 -7.610  -0.291
C -13.050 -31.604 -15.854  -0.143
C -13.299 -28.332 -13.116  -0.036
C -9.393 -20.847 -8.671  -0.468
C -9.496 -19.214 -11.163  -0.120
C -14.566 -21.525 -19.131  -0.302
C -13.333 -16.685 -13.162  -0.072
C -11.825 -23.489 -3.441  -0.046
C -13.789 -24.060 -10.406  -0.089
C -14.721 -26.367 -16.907  -0.276
C -14.076 -14.191 -16.527  -0.142
C -11.238 -15.397 -9.860  -0.039
C -14.997 -24.895 -12.467  -0.014
C -18.050 -19.961 -6.451  -0.105
C -14.620 -21.657 -10.233  -0.098
C -15.781 -27.287 -16.263  -0.038
C -10.976 -17.288 -6.392  -0.155
C -12.154 -23.040 -4.882  -0.290
C -10.319 -20.495 -11.008  -0.160
C -12.036 -27.796 -18.327  -0.111
H -15.833 -27.308 -15.179  0.060
H -14.901 -18.421 -7.239  0.059
H -18.914 -23.229 -10.738  0.089
H -16.768 -20.725 -12.093  0.099
H -20.988 -19.667 -6.617  0.122
H -11.339 -22.710 -5.544  0.114
H -11.254 -20.407 -11.587  0.092
H -16.787 -26.987 -16.585  0.086
H -16.053 -30.902 -15.344  0.084
H -11.440 -31.161 -12.663  0.084
H -7.693 -22.094 -8.452  0.086
H -14.608 -23.076 -8.634  0.063
H -12.646 -32.975 -13.533  0.068
H -12.366 -18.687 -7.260  0.107
H -14.865 -23.644 -6.562  0.084
H -18.694 -19.634 -5.641  0.076
H -10.087 -18.369 -10.771  0.102
H -11.865 -14.585 -10.200  0.078
H -11.746 -23.751 -12.540  0.086
H -8.551 -22.375 -9.992  0.068
H -9.773 -19.576 -6.964  0.048
H -8.798 -20.983 -6.575  0.095
H -12.098 -28.823 -17.985  0.066
H -21.243 -22.183 -6.921  0.080
H -14.393 -16.409 -5.230  0.089
H -10.385 -13.704 -8.126  0.081
H -13.190 -21.701 -20.778  0.077
H -19.505 -22.773 -9.191  0.058
H -13.843 -25.114 -10.120  0.126
H -10.903 -29.255 -14.373  0.135
H -7.214 -17.337 -10.926  0.086
H -10.559 -21.145 -6.905  0.067
H -12.782 -23.732 -10.097  0.114
H -13.761 -28.362 -12.127  0.094
H -14.763 -17.730 -14.505  0.118
H -11.038 -27.620 -18.711  0.073
H -13.852 -13.320 -15.924  0.084
H -9.175 -23.060 -8.558  0.098
H -11.363 -22.674 -2.861  0.082
H -11.289 -19.921 -9.094  0.117
H -11.014 -16.546 -5.604  0.103
H -15.750 -23.432 -9.833  0.082
H -12.533 -23.946 -5.380  0.126
H -12.737 -27.629 -19.147  0.075
H -14.610 -25.902 -12.629  0.056
H -17.725 -22.801 -9.503  0.062
H -10.299 -18.112 -6.111  0.095
H -9.236 -19.066 -12.219  0.131
H -12.515 -17.415 -13.198  0.075
H -12.636 -23.852 -2.819  0.076
H -18.584 -27.189 -11.502  0.085
H -22.763 -21.207 -6.946  0.084
H -16.060 -32.387 -14.428  0.085
H -15.120 -24.597 -13.516  0.090
H -17.938 -21.039 -6.401  0.062
H -9.521 -16.148 -7.653  0.117
H -8.379 -17.127 -9.575  0.070
H -12.173 -25.448 -12.333  0.083
H -6.503 -19.569 -11.692  0.085
H -12.423 -27.700 -13.009  0.088
H -14.653 -15.154 -6.434  0.092
H -13.227 -14.850 -16.717  0.083
H -11.597 -29.805 -11.768  0.085
H -15.609 -32.417 -16.135  0.098
H -6.508 -20.371 -10.229  0.081
H -17.101 -19.469 -6.362  0.049
H -14.594 -20.680 -21.088  0.085
H -15.571 -28.306 -16.595  0.070
H -14.679 -17.776 -8.823  0.090
H -13.831 -33.815 -14.523  0.086
H -16.794 -27.129 -11.802  0.056
H -12.100 -13.726 -7.780  0.102
H -12.226 -28.967 -15.454  0.090
H -13.978 -27.929 -13.868  0.076
H -11.031 -24.231 -3.546  0.080
H -12.963 -32.586 -16.356  0.131
H -16.192 -19.886 -16.868  0.087
H -16.873 -22.396 -11.750  0.067
H -9.790 -21.316 -11.484  0.098
H -11.259 -31.716 -14.753  0.098
H -18.978 -24.946 -8.156  0.124
H -12.796 -24.628 -13.743  0.082
H -14.951 -25.345 -16.642  0.110
H -21.787 -19.413 -8.126  0.129
H -15.547 -22.961 -5.039  0.089
H -13.447 -30.971 -16.651  0.113
H -14.980 -19.444 -12.228  0.087
H -14.693 -26.512 -17.993  0.123
H -14.433 -13.806 -17.479  0.084
H -16.127 -21.879 -13.314  0.084
H -14.755 -22.469 -21.084  0.083
H -14.286 -22.445 -18.608  0.118
H -15.166 -21.235 -16.186  0.086
H -13.088 -15.285 -5.532  0.075
H -13.942 -16.803 -12.259  0.087
H -13.278 -19.880 -11.985  0.066
H -13.037 -30.885 -11.756  0.107
H -22.150 -21.867 -8.448  0.082
H -7.596 -20.897 -11.573  0.078
H -15.927 -25.085 -11.927  0.068
H -19.617 -25.233 -9.720  0.115
H -15.265 -20.856 -9.826  0.124
H -13.497 -16.888 -15.282  0.116
H -11.233 -21.662 -9.394  0.107
H -11.331 -16.286 -10.514  0.080
H -10.247 -14.970 -10.024  0.081
H -11.001 -30.958 -16.210  0.118
H -14.320 -33.202 -13.000  0.089
H -16.058 -22.356 -6.619  0.069
H -6.839 -17.937 -9.342  0.082
H -15.590 -16.822 -7.622  0.087
H -10.263 -17.535 -8.404  0.087
H -13.985 -20.697 -18.688  0.129
H -17.552 -28.598 -11.204  0.092
H -10.960 -14.415 -6.586  0.081
H -13.615 -21.307 -9.965  0.097
H -16.808 -20.978 -15.646  0.082
H -12.929 -18.225 -5.717  0.105
H -14.112 -20.313 -13.473  0.074
H -12.715 -15.778 -13.244  0.086

=====

Record 2
An isolated molecule of C7H10. Source: the Open Molecules 2025 dataset; level of theory: ωB97M-V/def2-TZVPD.

Values from the calculation:
- Max |F|: 1.0 eV/A
- Relative energy (zero: lowest compared OMol25 entry of this formula, charge and spin): 240.6 kJ/mol
- SMILES: C#C[C@@H]1[C@H](C)[C@@H]1C
- Highest occupied orbital energy: -9.27 eV
- LUMO level: 1.10 eV

Each line ends with the Löwdin charge.
Atoms and positions in Å:
C -1.348 -1.061 0.296  -0.056
C -0.234 1.549 2.033  0.119
C 0.651 0.049 -1.099  -0.263
C 1.719 -0.595 -0.254  -0.064
C -0.155 1.511 0.831  -0.119
C -0.219 1.171 -0.572  -0.234
C -0.811 -0.193 -0.854  -0.244
H 1.442 -0.658 0.803  0.067
H 1.921 -1.607 -0.618  0.081
H -1.802 -1.988 -0.073  0.076
H 0.921 0.191 -2.140  0.131
H -0.147 1.669 3.086  0.024
H -1.458 -0.196 -1.732  0.132
H 2.640 -0.010 -0.319  0.080
H -0.453 2.000 -1.239  0.137
H -0.595 -1.355 1.031  0.068
H -2.074 -0.476 0.820  0.064

=====

Record 3
A cluster of 2 separate species, C2H2ClF3Si in total. Source: the Open Molecules 2025 dataset; level of theory: ωB97M-V/def2-TZVPD.

Values from the calculation:
- Max |F|: 2.9 eV/A
- Relative energy (zero: lowest compared OMol25 entry of this formula, charge and spin): 517.8 kJ/mol
- Highest occupied orbital energy (alpha / beta): -9.78 / -8.65 eV
- LUMO level (alpha / beta): -0.28 / -2.57 eV

Each line ends with the Löwdin charge.
Atoms and positions in Å:
Cl -2.320 0.657 -0.604  0.558
Si 2.237 1.132 -0.834  0.497
F 3.210 -0.117 -0.354  -0.189
F 1.182 0.541 -1.886  -0.162
F 1.113 1.442 0.253  -0.161
C -1.684 -0.779 0.165  -0.699
C -1.196 -0.698 1.322  0.030
H -1.904 -1.787 -0.254  0.079
H -0.640 -0.392 2.191  0.048

=====

Record 4
A structure of composition C2H3N4. Source: the Open Molecules 2025 dataset; level of theory: ωB97M-V/def2-TZVPD.

Values from the calculation:
- Max |F|: 5.3 eV/A
- Relative energy (zero: lowest compared OMol25 entry of this formula, charge and spin): 144.2 kJ/mol
- Total charge: +1
- Highest occupied orbital energy (alpha / beta): -15.53 / -15.41 eV
- LUMO level (alpha / beta): -7.85 / -8.55 eV

Each line ends with the Löwdin charge.
Atoms and positions in Å:
N 1.260 -0.618 0.095  0.229
N -0.404 0.972 0.103  0.088
N -1.033 -1.156 0.151  0.256
N -1.774 0.965 -0.013  0.182
C -1.908 -0.248 0.177  0.036
C -0.003 -0.306 -0.004  -0.448
H 1.528 -1.589 -0.280  0.199
H 1.933 0.102 -0.108  0.132
H 0.402 1.878 -0.122  0.327

=====

Record 5
A structure of composition C26H32BrN2O7PtSe. Source: the Open Molecules 2025 dataset; level of theory: ωB97M-V/def2-TZVPD.

Values from the calculation:
- Max |F|: 1.2 eV/A
- Relative energy (zero: lowest compared OMol25 entry of this formula, charge and spin): 79.5 kJ/mol
- Total charge: -1
- Expectation value of S²: 2.026
- Highest occupied orbital energy (alpha / beta): -3.23 / -4.95 eV
- Spin multiplicity: 3
- LUMO level (alpha / beta): 2.19 / 2.13 eV

Each line ends with the Löwdin charge.
Atoms and positions in Å:
Pt -0.500 0.599 -2.425  1.204
Br 1.845 -0.315 -2.563  0.948
Se 0.477 2.447 -4.371  0.691
O -4.332 -4.390 0.340  -0.064
O 0.388 2.428 -2.669  -0.620
O 1.986 2.207 -4.841  -0.490
O -0.039 0.313 -0.176  -0.187
O -0.489 1.134 -4.700  -0.553
O -7.160 1.599 -0.951  -0.062
O -0.162 3.808 -4.914  -0.471
N -2.340 1.352 -2.132  -0.064
N -1.515 -1.120 -2.200  -0.101
C 3.508 -0.540 -0.281  -0.102
C 1.618 0.420 1.554  -0.082
C -2.647 2.648 -2.190  -0.094
C -3.288 0.405 -1.819  -0.193
C 6.342 -0.088 0.747  -0.051
C 1.492 2.189 3.315  -0.058
C -4.600 0.842 -1.519  0.041
C 0.727 1.025 2.658  -0.532
C -3.619 -2.051 -1.459  0.035
C -3.903 -4.496 -1.015  -0.221
C -0.618 1.600 2.195  -0.065
C 2.908 0.056 1.922  -0.003
C 2.230 -0.210 -0.664  -0.456
C 0.441 -0.047 3.720  -0.051
C -1.012 -2.356 -2.206  -0.140
C 3.874 -0.445 1.055  -0.191
C -3.909 3.107 -1.912  -0.026
C 5.267 -0.888 1.496  -0.563
C 5.439 -2.386 1.192  -0.053
C -3.092 -3.312 -1.469  -0.216
C -6.278 2.678 -1.208  -0.220
C -1.738 -3.468 -1.865  -0.038
C 5.482 -0.683 2.997  -0.073
C 1.187 0.200 0.205  -0.397
C -4.909 2.171 -1.554  -0.204
C -2.840 -0.931 -1.823  -0.194
H -1.846 3.319 -2.474  0.109
H -1.272 -4.443 -1.894  0.100
H -3.321 -5.412 -1.159  0.110
H 4.690 -2.967 1.733  0.088
H -1.100 2.087 3.050  0.078
H -4.123 4.166 -1.968  0.109
H 0.884 2.636 4.105  0.078
H -0.480 2.341 1.408  0.089
H 6.482 -1.027 3.273  0.080
H 5.320 -2.585 0.127  0.076
H -4.820 -4.582 -1.600  0.121
H 7.341 -0.400 1.066  0.079
H 4.207 -0.870 -1.040  0.100
H 6.433 -2.727 1.498  0.078
H 0.023 -2.459 -2.502  0.074
H 6.268 -0.237 -0.330  0.075
H 5.404 0.373 3.267  0.085
H -0.098 -0.886 3.274  0.088
H -4.641 -1.900 -1.137  0.120
H 1.366 -0.428 4.159  0.073
H -8.025 1.954 -0.736  0.083
H -1.279 0.828 1.813  0.076
H -6.193 3.328 -0.328  0.127
H 3.183 0.187 2.962  0.086
H -3.574 -4.129 0.874  0.089
H -5.363 0.124 -1.256  0.107
H -0.173 0.370 4.523  0.079
H 4.757 -1.252 3.582  0.084
H -6.647 3.294 -2.037  0.126
H 6.229 0.978 0.952  0.089
H 1.711 2.956 2.570  0.093
H 2.433 1.862 3.758  0.067